# 1
The following is a DFT calculation (ωB97M-V with the def2-TZVPD basis set) of a cluster of 9 separate species, C35H81Cl6NO16P2 in total.

## Properties
- E: -6084.57346 Eh
- Charge: 0
- E_LUMO: -0.23 eV

Last columns: bonded neighbours and bond lengths (Å).
CARTESIAN COORDINATES (ANGSTROEM)
1 Cl -4.416 5.048 3.089  C40 1.742
2 Cl 4.335 0.834 3.287  C46 1.845
3 Cl -0.052 2.053 7.563  C43 1.770
4 Cl -2.726 5.673 0.299  C53 1.739
5 Cl 0.838 0.047 5.133  C26 1.795
6 Cl 5.959 0.589 0.247  C42 1.790
7 P -1.549 -2.699 -2.691  O12 1.482, O15 1.621, O16 1.652, O24 1.635
8 P 2.870 -2.875 -3.461  O9 1.483, O11 1.628, O14 1.646, O18 1.636
9 O 1.994 -2.678 -4.642  P8 1.483
10 O -0.637 2.077 1.102  C58 1.269
11 O 3.441 -1.546 -2.714  P8 1.628, C37 1.389
12 O -0.679 -3.041 -3.841  P7 1.482
13 O 1.418 2.585 0.707  C58 1.242
14 O 4.254 -3.690 -3.823  P8 1.646, C45 1.422
15 O -2.047 -3.962 -1.805  P7 1.621, C27 1.417
16 O -3.035 -2.080 -3.060  P7 1.652, C41 1.415
17 O -3.132 -1.454 3.264  C34 1.411, C57 1.442
18 O 2.146 -3.728 -2.268  P8 1.636, C55 1.419
19 O -4.982 0.126 1.800  C39 1.444, C52 1.449
20 O -2.548 -4.106 4.034  C33 1.424, C47 1.398
21 O 0.344 -6.322 1.644  C28 1.450, C56 1.433
22 O 4.499 -3.715 1.469  C31 1.445, C36 1.433
23 O 1.725 -3.921 2.182  C38 1.450, C60 1.435
24 O -0.979 -1.655 -1.570  P7 1.635, C35 1.451
25 N 0.710 4.983 -2.350  C32 1.522, C51 1.560, C54 1.517, C59 1.548
26 C 0.362 1.767 4.949  Cl5 1.795, C43 1.499, H71 1.090, H137 1.090
27 C -2.253 -5.234 -2.393  O15 1.417, H61 1.090, H82 1.090, H127 1.090
28 C -0.423 -5.092 1.648  O21 1.450, C38 1.570, H63 1.090, H86 1.090
29 C 3.160 5.168 -2.613  C50 1.518, C54 1.541, H122 1.090, H141 1.090
30 C -2.472 6.754 -4.000  C44 1.521, C48 1.529, H68 1.090, H73 1.090
31 C 5.830 -3.151 1.497  O22 1.445, H72 1.090, H75 1.090, H128 1.090
32 C 1.283 3.586 -2.548  N25 1.522, C50 1.545, H105 1.090, H123 1.090
33 C -2.733 -3.090 5.014  O20 1.424, C57 1.517, H99 1.090, H130 1.090
34 C -2.745 -0.243 2.655  O17 1.411, C52 1.532, H96 1.090, H133 1.090
35 C -0.999 -0.232 -1.855  O24 1.451, H104 1.090, H106 1.090, H108 1.090
36 C 3.560 -2.761 0.958  O22 1.433, C60 1.574, H78 1.090, H118 1.090
37 C 2.554 -0.511 -2.445  O11 1.389, H84 1.090, H100 1.090, H114 1.090
38 C 0.322 -4.028 2.529  O23 1.450, C28 1.570, H120 1.090, H139 1.090
39 C -5.950 0.616 0.849  O19 1.444, H62 1.090, H134 1.090, H136 1.090
40 C -3.461 3.877 2.224  Cl1 1.742, C53 1.521, H92 1.090, H124 1.090
41 C -3.888 -2.651 -4.036  O16 1.415, H65 1.090, H77 1.090, H103 1.090
42 C 4.596 1.673 0.658  Cl6 1.790, C46 1.546, H113 1.090, H126 1.090
43 C -0.698 2.190 5.921  Cl3 1.770, C26 1.499, H98 1.090, H138 1.090
44 C -1.167 6.663 -3.224  C30 1.521, C59 1.594, H74 1.090, H109 1.090
45 C 5.240 -4.053 -2.865  O14 1.422, H69 1.090, H112 1.090, H129 1.090
46 C 4.834 2.160 2.106  Cl2 1.845, C42 1.546, H70 1.090, H131 1.090
47 C -2.800 -5.383 4.545  O20 1.398, H93 1.090, H102 1.090, H121 1.090
48 C -2.918 8.213 -4.120  C30 1.529, H81 1.090, H91 1.090, H94 1.090
49 C 0.914 0.262 1.334  C58 1.534, H88 1.090, H110 1.090, H117 1.090
50 C 2.773 3.763 -2.184  C29 1.518, C32 1.545, H67 1.090, H125 1.090
51 C 0.442 5.295 -0.845  N25 1.560, H79 1.090, H135 1.090, H140 1.090
52 C -3.588 0.052 1.410  O19 1.449, C34 1.532, H107 1.090, H111 1.090
53 C -3.379 4.118 0.724  Cl4 1.739, C40 1.521, H66 1.090, H116 1.090
54 C 1.821 5.903 -2.820  N25 1.517, C29 1.541, H89 1.090, H97 1.090
55 C 1.708 -5.033 -2.613  O18 1.419, H95 1.090, H101 1.090, H119 1.090
56 C -0.225 -7.400 0.891  O21 1.433, H64 1.090, H83 1.090, H115 1.090
57 C -2.326 -1.755 4.421  O17 1.442, C33 1.517, H76 1.090, H85 1.090
58 C 0.576 1.719 0.995  O10 1.269, O13 1.242, C49 1.534
59 C -0.606 5.174 -3.142  N25 1.548, C44 1.594, H80 1.090, H132 1.090
60 C 2.106 -3.360 0.917  O23 1.435, C36 1.574, H87 1.090, H90 1.090
61 H -1.949 -5.187 -3.439  C27 1.090
62 H -5.821 0.190 -0.146  C39 1.090
63 H -0.523 -4.870 0.585  C28 1.090
64 H 0.447 -8.256 0.824  C56 1.090
65 H -4.338 -1.856 -4.631  C41 1.090
66 H -4.341 3.925 0.249  C53 1.090
67 H 3.335 2.959 -2.659  C50 1.090
68 H -3.214 6.145 -3.484  C30 1.090
69 H 4.969 -3.874 -1.824  C45 1.090
70 H 5.837 2.489 2.380  C46 1.090
71 H -0.074 1.878 3.956  C26 1.090
72 H 6.511 -3.877 1.940  C31 1.090
73 H -2.401 6.314 -4.994  C30 1.090
74 H -0.374 7.256 -3.680  C44 1.090
75 H 6.147 -2.792 0.517  C31 1.090
76 H -2.376 -1.010 5.215  C57 1.090
77 H -3.424 -3.311 -4.768  C41 1.090
78 H 3.767 -2.505 -0.081  C36 1.090
79 H 0.132 6.330 -0.702  C51 1.090
80 H -0.405 4.745 -4.123  C59 1.090
81 H -3.971 8.166 -4.395  C48 1.090
82 H -3.327 -5.417 -2.401  C27 1.090
83 H -1.051 -7.825 1.462  C56 1.090
84 H 2.906 0.466 -2.776  C37 1.090
85 H -1.262 -1.839 4.199  C57 1.090
86 H -1.448 -5.176 2.009  C28 1.090
87 H 1.439 -2.549 0.625  C60 1.090
88 H 0.677 0.070 2.380  C49 1.090
89 H 1.800 6.835 -2.256  C54 1.090
90 H 1.958 -4.068 0.102  C60 1.090
91 H -2.790 8.705 -3.156  C48 1.090
92 H -3.889 2.894 2.416  C40 1.090
93 H -3.655 -5.340 5.220  C47 1.090
94 H -2.309 8.753 -4.845  C48 1.090
95 H 1.770 -5.258 -3.678  C55 1.090
96 H -1.688 -0.312 2.397  C34 1.090
97 H 1.594 6.207 -3.841  C54 1.090
98 H -1.668 1.693 5.957  C43 1.090
99 H -2.094 -3.291 5.874  C33 1.090
100 H 2.396 -0.491 -1.366  C37 1.090
101 H 0.672 -5.315 -2.428  C55 1.090
102 H -3.140 -6.031 3.737  C47 1.090
103 H -4.752 -3.148 -3.595  C41 1.090
104 H -1.215 -0.018 -2.902  C35 1.090
105 H 1.121 3.379 -3.606  C32 1.090
106 H -0.086 0.290 -1.569  C35 1.090
107 H -3.377 -0.707 0.657  C52 1.090
108 H -1.815 0.212 -1.284  C35 1.090
109 H -1.256 7.044 -2.207  C44 1.090
110 H 0.591 -0.581 0.723  C49 1.090
111 H -3.289 1.009 0.981  C52 1.090
112 H 6.215 -3.648 -3.136  C45 1.090
113 H 4.726 2.529 -0.005  C42 1.090
114 H 1.557 -0.653 -2.862  C37 1.090
115 H -0.431 -7.202 -0.161  C56 1.090
116 H -2.686 3.359 0.362  C53 1.090
117 H 1.989 0.104 1.425  C49 1.090
118 H 3.561 -1.806 1.483  C36 1.090
119 H 2.355 -5.793 -2.174  C55 1.090
120 H -0.003 -2.993 2.421  C38 1.090
121 H -1.948 -5.850 5.039  C47 1.090
122 H 3.781 5.006 -3.494  C29 1.090
123 H 0.572 3.063 -1.909  C32 1.090
124 H -2.487 3.794 2.707  C40 1.090
125 H 2.839 3.636 -1.104  C50 1.090
126 H 3.680 1.132 0.426  C42 1.090
127 H -1.730 -6.038 -1.875  C27 1.090
128 H 5.807 -2.243 2.100  C31 1.090
129 H 5.428 -5.125 -2.933  C45 1.090
130 H -3.747 -2.985 5.401  C33 1.090
131 H 4.038 2.901 2.169  C46 1.090
132 H -1.299 4.500 -2.637  C59 1.090
133 H -2.982 0.580 3.330  C34 1.090
134 H -5.675 1.659 0.690  C39 1.090
135 H 1.396 5.272 -0.317  C51 1.090
136 H -7.005 0.535 1.114  C39 1.090
137 H 1.252 2.391 5.030  C26 1.090
138 H -0.922 3.251 5.813  C43 1.090
139 H 0.209 -4.199 3.600  C38 1.090
140 H -0.269 4.649 -0.332  C51 1.090
141 H 3.831 5.604 -1.873  C29 1.090

***

# 2
The following is a DFT calculation (ωB97M-V with the def2-TZVPD basis set) of a cluster of 14 separate species, C35H82N19O32S2 in total.

## Properties
- E: -5625.52701 Eh
- Charge: +1
- E_LUMO: -2.35 eV

Last columns: bonded neighbours and bond lengths (Å).
CARTESIAN COORDINATES (ANGSTROEM)
1 S -0.258 -1.584 -3.261  O4 1.471, O12 1.463, C69 1.828, C79 1.822
2 S -2.540 1.198 0.889  C60 1.854, C80 1.802
3 O 0.349 9.569 1.915  N45 1.216
4 O -1.303 -0.689 -3.783  S1 1.471
5 O -10.634 4.703 -1.158  N42 1.213
6 O 3.642 0.578 -1.298  N51 1.382, C81 1.442
7 O -8.275 4.621 3.326  N49 1.213
8 O 6.515 3.090 7.490  N46 1.217
9 O -8.122 -5.461 -3.065  N53 1.213
10 O -5.339 -1.448 -4.983  N48 1.208
11 O -7.728 -3.351 -3.314  N53 1.218
12 O 0.276 -2.295 -4.423  S1 1.463
13 O -7.917 -4.335 0.656  N40 1.212
14 O 8.818 0.554 -1.864  N52 1.216
15 O -5.984 -5.174 1.152  N40 1.220
16 O -1.644 -4.432 4.699  N50 1.210
17 O 1.516 -2.315 -0.821  C56 1.449, C64 1.386
18 O -1.201 -4.333 2.582  N50 1.219
19 O -3.958 7.119 3.791  N44 1.219
20 O 0.785 -8.071 -3.257  C55 1.191
21 O 8.085 -3.724 -4.039  N37 1.217
22 O -1.192 10.807 1.039  N45 1.215
23 O -4.285 -0.827 1.945  C59 1.372, C80 1.356
24 O -6.780 4.430 4.875  N49 1.218
25 O 10.307 0.366 -0.303  N52 1.215
26 O 1.375 4.136 -2.153  N36 1.215
27 O 5.380 4.911 7.753  N46 1.215
28 O 3.372 3.367 -1.856  N36 1.218
29 O -4.395 -2.559 -3.385  N48 1.222
30 O -3.784 8.227 5.639  N44 1.213
31 O 6.563 1.921 4.031  N39 1.211
32 O 7.786 -5.842 -3.722  N37 1.213
33 O -9.098 3.723 0.005  N42 1.217
34 O 5.448 2.974 2.504  N39 1.223
35 N 1.406 0.468 -3.206  C69 1.445, H134 1.018, H137 1.019
36 N 2.529 3.971 -2.495  O26 1.215, O28 1.218, C62 1.488
37 N 7.568 -4.795 -4.295  O21 1.217, O32 1.213, C85 1.488
38 N 0.201 -0.167 2.006  C78 1.471, H123 1.017, H139 1.022
39 N 5.925 2.866 3.625  O31 1.211, O34 1.223, C58 1.488
40 N -6.742 -4.539 0.437  O13 1.212, O15 1.220, C68 1.489
41 N 1.450 -6.281 -1.904  C55 1.444, C57 1.482, H92 1.017
42 N -10.151 4.322 -0.112  O5 1.213, O33 1.217, C76 1.488
43 N -5.193 0.874 0.834  N47 1.363, C80 1.320
44 N -4.423 7.648 4.786  O19 1.219, O30 1.213, C84 1.487
45 N -0.811 9.862 1.701  O3 1.216, O22 1.215, C86 1.488
46 N 5.834 3.855 8.147  O8 1.217, O27 1.215, C65 1.487
47 N -6.193 0.025 1.206  N43 1.363, C59 1.304
48 N -4.982 -1.587 -3.837  O10 1.208, O29 1.222, C67 1.487
49 N -7.237 4.184 3.774  O7 1.213, O24 1.218, C74 1.487
50 N -1.961 -4.428 3.531  O16 1.210, O18 1.219, C83 1.486
51 N 2.696 -0.262 -0.743  O6 1.382, C64 1.503, C73 1.530, H140 1.038
52 N 9.854 0.116 -1.402  O14 1.216, O25 1.215, C71 1.489
53 N -8.252 -4.401 -3.641  O9 1.213, O11 1.218, C72 1.487
54 C 3.114 -1.875 -2.785  C64 1.563, C82 1.572, H89 1.114, H158 1.118
55 C 0.501 -7.166 -2.536  O20 1.191, N41 1.444, C70 1.560
56 C 2.296 -3.046 0.157  O17 1.449, C77 1.550, H106 1.117, H130 1.114
57 C 2.557 -5.868 -2.799  N41 1.482, C66 1.581, H136 1.116, H157 1.110
58 C 5.698 3.998 4.565  N39 1.488, H104 1.086, H155 1.087, H161 1.088
59 C -5.645 -0.972 1.844  O23 1.372, N47 1.304, H149 1.099
60 C -2.251 0.895 -0.917  S2 1.854, C88 1.579, H100 1.109, H138 1.110
61 C 5.682 0.560 0.199  C75 1.564, C81 1.578, H91 1.111, H96 1.124
62 C 2.954 4.548 -3.799  N36 1.488, H95 1.085, H126 1.087, H156 1.088
63 C 7.950 0.814 1.236  C75 1.573, H113 1.099, H114 1.117, H142 1.111
64 C 2.215 -1.403 -1.596  O17 1.386, N51 1.503, C54 1.563, C69 1.628
65 C 5.535 3.457 9.549  N46 1.487, H93 1.087, H110 1.087, H115 1.085
66 C 2.327 -4.362 -3.221  C57 1.581, C82 1.564, H124 1.112, H143 1.104
67 C -5.285 -0.472 -2.900  N48 1.487, H102 1.085, H118 1.088, H144 1.087
68 C -6.157 -3.972 -0.810  N40 1.489, H116 1.081, H120 1.088, H122 1.087
69 C 1.002 -0.623 -2.349  S1 1.828, N35 1.445, C64 1.628, C87 1.619
70 C -1.001 -6.921 -2.196  C55 1.560, H98 1.113, H132 1.108, H147 1.112
71 C 10.645 -0.813 -2.256  N52 1.489, H146 1.085, H152 1.087, H154 1.087
72 C -9.123 -4.371 -4.846  N53 1.487, H108 1.087, H131 1.087, H164 1.085
73 C 1.423 0.383 -0.192  N51 1.530, C78 1.571, C87 1.575, H103 1.122
74 C -6.448 3.271 2.905  N49 1.487, H117 1.086, H145 1.087, H151 1.088
75 C 6.894 1.541 0.324  C61 1.564, C63 1.573, H129 1.130, H133 1.106
76 C -10.903 4.610 1.139  N42 1.488, H107 1.085, H150 1.087, H160 1.087
77 C 1.683 -3.038 1.581  C56 1.550, H99 1.117, H112 1.105, H125 1.109
78 C 1.296 0.575 1.361  N38 1.471, C73 1.571, H94 1.124, H111 1.118
79 C -1.159 -2.825 -2.278  S1 1.822, H121 1.107, H163 1.115, H167 1.113
80 C -4.072 0.330 1.270  S2 1.802, O23 1.356, N43 1.320
81 C 4.371 1.295 -0.281  O6 1.442, C61 1.578, H153 1.107, H166 1.110
82 C 3.483 -3.403 -2.788  C54 1.572, C66 1.564, H128 1.115, H159 1.117
83 C -3.406 -4.543 3.209  N50 1.486, H101 1.087, H109 1.085, H165 1.087
84 C -5.898 7.569 4.958  N44 1.487, H97 1.087, H135 1.088, H148 1.085
85 C 6.582 -4.813 -5.410  N37 1.488, H105 1.087, H162 1.087, H170 1.086
86 C -1.848 8.984 2.307  N45 1.488, H90 1.085, H119 1.087, H141 1.087
87 C 0.190 -0.055 -1.069  C69 1.619, C73 1.575, C88 1.598, H127 1.109
88 C -0.759 1.204 -1.332  C60 1.579, C87 1.598, H168 1.112, H169 1.110
89 H 2.663 -1.670 -3.783  C54 1.114
90 H -2.828 9.362 2.035  C86 1.085
91 H 5.910 -0.362 -0.378  C61 1.111
92 H 1.788 -6.652 -1.019  N41 1.017
93 H 5.001 2.511 9.514  C65 1.087
94 H 2.291 0.402 1.854  C78 1.124
95 H 2.105 5.051 -4.250  C62 1.085
96 H 5.468 0.223 1.249  C61 1.124
97 H -6.355 8.055 4.100  C84 1.087
98 H -1.087 -6.297 -1.279  C70 1.113
99 H 2.097 -2.162 2.136  C77 1.117
100 H -2.880 1.616 -1.479  C60 1.109
101 H -3.917 -3.699 3.666  C83 1.087
102 H -4.910 -0.733 -1.916  C67 1.085
103 H 1.581 1.439 -0.536  C73 1.122
104 H 6.173 3.768 5.514  C58 1.086
105 H 7.096 -4.489 -6.311  C85 1.087
106 H 2.334 -4.110 -0.181  C56 1.117
107 H -11.814 5.144 0.886  C76 1.085
108 H -9.925 -3.664 -4.653  C72 1.087
109 H -3.519 -4.525 2.130  C83 1.085
110 H 6.484 3.355 10.069  C65 1.087
111 H 1.083 1.660 1.524  C78 1.118
112 H 0.579 -2.993 1.552  C77 1.105
113 H 8.968 1.210 1.113  C63 1.099
114 H 7.900 -0.275 0.991  C63 1.117
115 H 4.925 4.229 10.007  C65 1.085
116 H -6.927 -3.437 -1.349  C68 1.081
117 H -6.972 3.145 1.962  C74 1.086
118 H -6.364 -0.344 -2.880  C67 1.088
119 H -1.711 9.008 3.385  C86 1.087
120 H -5.354 -3.299 -0.515  C68 1.088
121 H -0.516 -3.613 -1.841  C79 1.107
122 H -5.780 -4.802 -1.402  C68 1.087
123 H -0.110 -0.964 1.456  N38 1.017
124 H 2.238 -4.302 -4.328  C66 1.112
125 H 2.005 -3.937 2.145  C77 1.109
126 H 3.759 5.250 -3.599  C62 1.087
127 H -0.528 -0.760 -0.605  C87 1.109
128 H 3.906 -3.749 -1.817  C82 1.115
129 H 6.581 2.513 0.808  C75 1.130
130 H 3.348 -2.678 0.154  C56 1.114
131 H -8.509 -4.051 -5.684  C72 1.087
132 H -1.466 -7.909 -2.008  C70 1.108
133 H 7.260 1.738 -0.702  C75 1.106
134 H 1.690 1.296 -2.686  N35 1.018
135 H -6.160 6.515 5.002  C84 1.088
136 H 3.517 -5.992 -2.244  C57 1.116
137 H 0.670 0.770 -3.844  N35 1.019
138 H -2.558 -0.124 -1.232  C60 1.110
139 H 0.604 -0.583 2.848  N38 1.022
140 H 3.162 -0.519 0.148  N51 1.038
141 H -1.699 7.982 1.914  C86 1.087
142 H 7.608 0.898 2.289  C63 1.111
143 H 1.382 -3.993 -2.785  C66 1.104
144 H -4.789 0.418 -3.278  C67 1.087
145 H -6.356 2.320 3.426  C74 1.087
146 H 10.126 -0.945 -3.200  C71 1.085
147 H -1.534 -6.401 -3.021  C70 1.112
148 H -6.171 8.076 5.878  C84 1.085
149 H -6.173 -1.842 2.257  C59 1.099
150 H -11.133 3.657 1.609  C76 1.087
151 H -5.475 3.730 2.748  C74 1.088
152 H 11.622 -0.363 -2.410  C71 1.087
153 H 4.718 2.229 -0.762  C81 1.107
154 H 10.726 -1.757 -1.724  C71 1.087
155 H 4.623 4.110 4.688  C58 1.087
156 H 3.295 3.726 -4.424  C62 1.088
157 H 2.618 -6.461 -3.736  C57 1.110
158 H 4.094 -1.340 -2.817  C54 1.118
159 H 4.310 -3.521 -3.531  C82 1.117
160 H -10.263 5.216 1.774  C76 1.087
161 H 6.138 4.887 4.118  C58 1.088
162 H 5.780 -4.129 -5.147  C85 1.087
163 H -1.725 -2.353 -1.440  C79 1.115
164 H -9.517 -5.368 -5.014  C72 1.085
165 H -3.762 -5.485 3.618  C83 1.087
166 H 3.765 1.616 0.592  C81 1.110
167 H -1.932 -3.241 -2.962  C79 1.113
168 H -0.426 2.060 -0.705  C88 1.112
169 H -0.790 1.454 -2.413  C88 1.110
170 H 6.203 -5.824 -5.526  C85 1.086